(1)
134
Properties=species:S:1:pos:R:3:mulliken_charge:R:1 method="wB97M-V/def2-TZVPD" multiplicity=1 homo_lumo_gap_ev=6.86 total_charge=+1 e_lumo_ev=-4.28 energy_ev=-111849.72833 e_homo_ev=-11.13
O 1.46 -6.05 2.87 -0.052
N 2.40 -5.51 3.09 0.326
O 2.07 -3.92 3.24 -0.442
C 2.68 -3.19 2.34 0.306
C 4.01 -3.34 1.97 -0.854
C 4.57 -2.47 1.06 -0.552
C 3.83 -1.41 0.51 1.017
C 4.47 -0.43 -0.42 -1.693
C 5.32 0.59 0.36 -0.634
C 6.76 0.12 0.55 -0.751
S 7.25 0.28 2.28 -0.227
C 2.51 -1.29 0.89 0.299
C 1.64 -0.20 0.41 -0.823
C 0.96 -0.30 -0.81 0.055
C 0.12 0.74 -1.17 -0.468
C 0.00 1.83 -0.31 -0.661
N 0.67 1.95 0.83 -0.696
C 1.48 0.95 1.18 0.028
N 1.93 -2.19 1.79 0.338
P 0.19 -1.98 2.26 0.348
S -0.88 -3.56 2.38 -0.330
H 4.61 -4.12 2.41 0.586
H 5.61 -2.59 0.82 0.453
H 3.72 0.09 -1.00 0.317
H 5.09 -0.99 -1.12 0.714
H 5.31 1.55 -0.13 0.361
H 4.84 0.69 1.33 0.481
H 6.90 -0.90 0.23 0.399
H 7.42 0.73 -0.05 0.511
H 8.57 0.36 2.13 0.152
H 1.07 -1.17 -1.43 0.630
H -0.43 0.71 -2.09 0.651
H -0.67 2.63 -0.58 0.529
H 2.01 1.05 2.11 0.598
H 0.31 -1.24 3.43 0.049
H -0.29 -1.10 1.32 0.095
O -1.45 1.90 -3.74 -0.600
C -2.62 1.94 -3.46 0.882
O -2.96 1.53 -2.22 -0.253
C -4.30 1.67 -1.70 -0.596
C -5.19 0.52 -2.12 -0.707
C -3.68 2.36 -4.44 -1.217
H -4.71 2.64 -1.99 0.422
H -4.17 1.69 -0.62 0.309
H -5.31 0.48 -3.20 0.123
H -6.17 0.63 -1.67 0.357
H -4.75 -0.42 -1.80 0.304
H -3.96 1.50 -5.05 0.197
H -3.25 3.11 -5.11 0.408
H -4.57 2.78 -3.99 0.348
O -7.30 -0.25 -4.91 -0.567
C -8.08 -0.96 -4.34 0.857
O -8.84 -0.43 -3.36 -0.377
C -9.92 -1.14 -2.74 -0.441
C -9.44 -2.00 -1.59 -0.934
C -8.15 -2.45 -4.62 -1.016
H -10.47 -1.72 -3.48 0.380
H -10.58 -0.36 -2.38 0.329
H -8.76 -2.78 -1.92 0.258
H -10.29 -2.48 -1.10 0.370
H -8.92 -1.39 -0.86 0.275
H -7.39 -2.95 -4.03 0.206
H -7.93 -2.60 -5.67 0.324
H -9.12 -2.90 -4.40 0.340
O -3.62 2.36 -7.63 -0.549
C -3.22 1.34 -8.10 0.718
O -4.00 0.70 -9.00 -0.352
C -3.55 -0.43 -9.74 -0.429
C -3.74 -1.73 -8.99 -0.885
C -1.92 0.71 -7.66 -0.942
H -2.52 -0.30 -10.07 0.369
H -4.17 -0.43 -10.64 0.309
H -3.15 -1.76 -8.08 0.244
H -3.46 -2.58 -9.61 0.352
H -4.79 -1.85 -8.70 0.277
H -2.10 0.12 -6.76 0.232
H -1.23 1.51 -7.40 0.324
H -1.45 0.08 -8.40 0.360
O -2.78 0.02 2.57 -0.522
C -2.59 0.65 3.57 0.783
O -1.87 0.07 4.56 -0.300
C -1.44 0.79 5.73 -0.451
C -2.50 0.81 6.81 -1.045
C -3.18 2.03 3.78 -1.082
H -1.11 1.79 5.46 0.371
H -0.57 0.25 6.07 0.351
H -3.40 1.34 6.48 0.278
H -2.12 1.31 7.70 0.379
H -2.79 -0.20 7.07 0.311
H -4.19 1.91 4.16 0.326
H -3.23 2.52 2.81 0.254
H -2.62 2.66 4.46 0.351
O 6.87 4.04 8.10 -0.557
C 7.22 2.94 7.78 0.730
O 7.10 2.59 6.48 -0.388
C 7.63 1.39 5.93 -0.178
C 6.69 0.22 6.08 -0.916
C 7.73 1.92 8.78 -0.947
H 8.62 1.18 6.34 0.324
H 7.77 1.61 4.87 0.103
H 6.52 -0.03 7.13 0.349
H 7.10 -0.66 5.59 0.341
H 5.73 0.45 5.63 0.240
H 6.87 1.41 9.21 0.257
H 8.25 2.46 9.56 0.313
H 8.41 1.18 8.36 0.321
O 5.53 3.65 0.15 -0.619
C 5.57 4.60 0.89 0.804
O 6.22 4.49 2.05 -0.360
C 6.49 5.62 2.90 -0.444
C 5.31 5.95 3.80 -0.963
C 4.85 5.88 0.56 -1.129
H 6.80 6.47 2.30 0.379
H 7.34 5.32 3.50 0.334
H 4.44 6.25 3.21 0.295
H 5.57 6.77 4.47 0.374
H 5.04 5.09 4.40 0.279
H 3.81 5.79 0.89 0.274
H 4.86 6.00 -0.52 0.337
H 5.28 6.77 1.01 0.368
O -2.37 -4.96 -4.55 -0.566
C -2.35 -5.12 -3.36 0.721
O -1.19 -4.87 -2.71 -0.382
C -1.09 -4.84 -1.29 -0.063
C -0.86 -6.22 -0.69 -0.898
C -3.54 -5.65 -2.59 -0.814
H -1.96 -4.35 -0.86 0.375
H -0.23 -4.20 -1.09 0.007
H -1.70 -6.88 -0.89 0.303
H -0.73 -6.14 0.39 0.187
H 0.03 -6.67 -1.13 0.331
H -3.52 -6.73 -2.64 0.254
H -4.44 -5.29 -3.08 0.252
H -3.57 -5.34 -1.55 0.299

(2)
61
Properties=species:S:1:pos:R:3:mulliken_charge:R:1 method="wB97M-V/def2-TZVPD" multiplicity=1 e_above_lowest_kj_mol=0.0 homo_lumo_gap_ev=6.33 total_charge=-1 e_lumo_ev=2.36 energy_ev=-118452.83747 e_homo_ev=-3.98
C 4.48 -0.06 2.38 -0.441
C 4.04 1.22 2.07 -0.474
C 2.68 1.49 1.94 -0.378
C 1.72 0.45 2.09 1.002
C 0.32 0.74 1.88 -0.375
C -0.70 -0.15 2.14 -0.278
N -2.00 0.15 2.37 0.314
C -2.91 -0.96 2.68 -0.702
C -4.37 -0.66 2.37 -0.730
C -4.82 0.66 2.98 -0.676
C -3.87 1.80 2.61 -0.736
C -2.39 1.47 2.87 -0.544
C 2.19 -0.83 2.48 -0.512
C 3.55 -1.08 2.59 -0.611
H 5.55 -0.27 2.46 0.348
H 4.76 2.04 1.95 0.358
H 2.32 2.51 1.78 0.294
H 0.08 1.75 1.57 0.200
H -0.49 -1.22 2.12 0.120
H -2.56 -1.83 2.11 0.381
H -2.81 -1.21 3.76 0.321
H -4.49 -0.63 1.28 0.325
H -4.97 -1.49 2.74 0.352
H -5.83 0.90 2.62 0.297
H -4.88 0.56 4.07 0.324
H -3.99 2.05 1.55 0.336
H -4.14 2.70 3.18 0.335
H -2.22 1.53 3.96 0.280
H -1.76 2.24 2.41 0.289
H 1.46 -1.60 2.73 0.194
H 3.90 -2.08 2.86 0.353
O 1.54 -4.19 -3.84 -0.413
C 2.40 -3.50 -3.53 0.085
Co 3.68 -2.37 -3.10 0.117
C 4.03 -3.07 -1.53 0.155
O 4.20 -3.62 -0.53 -0.425
C 4.95 -2.91 -4.18 0.067
O 5.76 -3.40 -4.86 -0.424
C 2.82 -0.60 -3.55 1.455
C 2.24 -0.65 -4.90 0.963
C 2.97 -1.08 -6.03 -0.226
C 2.32 -1.34 -7.23 -0.685
C 0.95 -1.10 -7.35 -0.458
C 0.23 -0.59 -6.26 -0.517
C 0.88 -0.34 -5.05 -0.628
C 2.41 -0.03 -2.30 -0.192
C 1.45 0.13 -1.37 -0.843
Co 4.12 0.21 -2.66 -0.171
C 5.40 0.03 -3.86 0.360
O 6.27 -0.03 -4.63 -0.419
C 4.98 -0.51 -1.27 0.079
O 5.67 -0.74 -0.36 -0.394
C 4.24 1.98 -2.41 0.058
O 4.30 3.12 -2.24 -0.425
H 4.06 -1.22 -5.95 0.285
H 2.89 -1.74 -8.07 0.360
H 0.45 -1.29 -8.30 0.344
H -0.83 -0.39 -6.35 0.365
H 0.33 0.07 -4.20 0.298
H 1.66 0.78 -0.52 0.055
H 0.49 -0.40 -1.41 0.208

(3)
11
Properties=species:S:1:pos:R:3:mulliken_charge:R:1 method="wB97M-V/def2-TZVPD" multiplicity=1 e_above_lowest_kj_mol=95.5 homo_lumo_gap_ev=10.94 e_lumo_ev=1.16 energy_ev=-7661.46584 e_homo_ev=-9.78
C 0.76 -0.71 -1.49 -0.679
N 0.21 -0.10 -0.29 1.010
N -0.04 -0.84 0.78 -0.747
C -0.62 0.01 1.62 -0.250
C -0.70 1.26 0.99 -0.172
N -0.16 1.16 -0.22 -0.780
H 1.76 -0.33 -1.72 0.265
H 0.09 -0.54 -2.34 0.284
H 0.81 -1.78 -1.28 0.287
H -0.96 -0.32 2.59 0.392
H -1.12 2.19 1.36 0.391

(4)
173
Properties=species:S:1:pos:R:3:mulliken_charge:R:1 method="wB97M-V/def2-TZVPD" multiplicity=1 e_above_lowest_kj_mol=0.0 homo_lumo_gap_ev=9.33 e_lumo_ev=-0.15 energy_ev=-261678.21197 e_homo_ev=-9.48
C -3.18 1.15 -2.43 0.287
N -3.46 2.56 -3.02 0.485
C -2.79 3.39 -2.01 -0.764
C -2.82 2.63 -4.41 -0.494
C -4.98 2.83 -2.95 -0.467
C -5.87 1.74 -3.48 -0.493
O -5.72 1.70 -4.88 -0.660
H -3.61 0.47 -3.18 -0.415
H -3.71 1.14 -1.50 0.241
H -2.07 1.04 -2.33 0.021
H -1.77 3.29 -2.27 0.173
H -2.94 2.95 -1.05 0.153
H -3.17 4.37 -2.05 0.493
H -2.81 1.69 -4.93 0.286
H -1.87 3.09 -4.33 0.205
H -3.49 3.32 -5.03 0.212
H -5.07 3.74 -3.54 0.466
H -5.22 3.01 -1.89 0.374
H -6.88 2.06 -3.36 0.571
H -5.88 0.70 -3.15 0.120
H -5.29 0.89 -5.14 0.366
C 3.86 2.93 0.97 -0.503
N 5.04 2.28 0.35 0.545
C 5.43 2.81 -0.99 -0.869
C 6.23 2.33 1.34 -0.882
C 4.59 0.82 0.24 1.321
C 5.58 -0.11 -0.48 0.040
O 6.72 -0.44 0.40 -0.655
H 4.06 4.01 0.74 0.438
H 3.89 2.72 2.02 -0.204
H 2.96 2.64 0.47 0.184
H 5.54 3.91 -0.91 0.385
H 4.66 2.67 -1.81 0.064
H 6.30 2.26 -1.18 0.519
H 6.38 3.34 1.53 0.444
H 7.08 1.68 1.09 0.278
H 5.84 1.84 2.22 0.307
H 3.60 0.82 -0.33 -0.686
H 4.48 0.51 1.29 -0.109
H 5.96 0.28 -1.41 0.456
H 5.03 -0.97 -0.76 -0.492
H 6.78 -1.43 0.48 0.363
C 0.20 0.94 5.23 -1.178
N -1.24 1.32 5.56 0.397
C -1.81 0.34 6.52 -1.056
C -1.21 2.64 6.18 -0.851
C -2.09 1.34 4.31 -0.570
C -2.60 0.00 3.85 0.286
O -1.73 -1.05 3.70 -0.629
H 0.62 1.79 4.74 0.431
H 0.31 0.07 4.56 0.279
H 0.68 0.74 6.15 0.680
H -2.00 -0.65 6.16 0.226
H -2.72 0.66 6.96 0.364
H -1.03 0.25 7.25 0.543
H -2.24 3.03 6.24 0.373
H -0.80 3.40 5.56 0.271
H -0.64 2.54 7.09 0.392
H -1.51 1.94 3.57 -0.193
H -2.96 1.93 4.56 0.734
H -3.22 0.15 2.93 -0.897
H -3.40 -0.18 4.63 0.858
H -1.38 -0.93 2.78 0.096
C 3.78 -2.71 3.79 -0.386
N 2.32 -2.73 3.74 0.305
C 1.77 -2.64 5.16 -0.694
C 1.81 -1.46 3.05 1.651
C 1.87 -3.99 3.01 0.175
C 0.43 -4.31 2.75 -0.957
O -0.01 -3.87 1.49 -0.268
H 4.13 -3.38 4.63 0.357
H 4.20 -1.68 3.92 -0.043
H 4.14 -3.06 2.83 0.272
H 0.69 -2.64 5.09 0.285
H 2.21 -1.69 5.56 0.210
H 2.22 -3.46 5.79 0.346
H 0.75 -1.57 2.82 0.147
H 2.41 -1.33 2.18 -0.668
H 2.05 -0.58 3.68 -0.696
H 2.49 -4.84 3.49 0.587
H 2.42 -4.01 2.06 -0.339
H -0.31 -3.93 3.45 0.305
H 0.38 -5.44 2.79 0.220
H 0.69 -3.97 0.79 0.535
C -2.92 -3.75 -0.75 -0.720
N -3.30 -2.37 -0.38 1.598
C -2.14 -1.46 -0.57 0.735
C -4.44 -1.88 -1.14 -0.267
C -3.65 -2.20 1.05 1.724
C -4.85 -3.01 1.64 -0.995
O -6.11 -2.49 1.39 -0.546
H -2.47 -3.68 -1.73 0.144
H -3.80 -4.38 -0.73 0.399
H -2.16 -4.13 -0.04 0.134
H -2.36 -0.49 -0.08 -0.736
H -1.97 -1.40 -1.60 -0.060
H -1.27 -1.85 -0.04 0.009
H -4.32 -1.99 -2.19 0.084
H -4.77 -0.88 -0.85 -0.400
H -5.27 -2.55 -0.81 0.680
H -3.90 -1.16 1.18 -1.207
H -2.73 -2.47 1.62 -0.412
H -4.64 -3.09 2.73 0.433
H -4.87 -4.07 1.30 0.303
H -6.26 -1.60 1.71 0.363
C 2.60 -2.26 -4.62 -0.699
N 2.60 -0.81 -4.36 1.163
C 1.66 -0.43 -3.27 -1.326
C 3.93 -0.37 -3.98 -0.529
C 2.27 -0.09 -5.65 -0.840
C 0.81 0.01 -5.97 -0.456
O 0.21 -1.27 -5.72 -0.530
H 1.63 -2.43 -5.10 0.339
H 2.72 -2.72 -3.61 0.076
H 3.41 -2.55 -5.26 0.378
H 0.70 -0.77 -3.48 0.834
H 1.60 0.64 -3.27 0.147
H 2.04 -0.73 -2.35 0.133
H 4.72 -0.18 -4.75 0.460
H 4.42 -1.09 -3.24 -0.035
H 3.83 0.58 -3.49 0.111
H 2.66 -0.76 -6.43 0.465
H 2.73 0.93 -5.69 0.546
H 0.64 0.36 -7.00 0.676
H 0.32 0.71 -5.31 0.067
H -0.78 -1.18 -5.90 0.319
As 3.79 1.70 5.00 2.031
F 2.76 1.59 3.58 -0.431
F 4.82 0.44 4.32 -0.519
F 4.77 1.94 6.40 -0.475
F 2.57 2.86 5.71 -0.569
F 2.92 0.38 5.81 -0.438
F 4.54 3.03 4.27 -0.463
C -0.32 2.52 1.21 -0.688
F 0.26 3.53 0.56 -0.125
F 0.03 2.76 2.52 -0.297
F -1.62 2.62 1.16 0.051
S 0.08 0.84 0.62 0.299
O 1.48 0.76 0.82 0.555
O -0.71 0.11 1.67 -0.172
O -0.46 0.75 -0.71 0.292
C -3.36 -3.35 -5.81 0.454
F -2.25 -3.79 -6.32 -0.171
F -4.32 -3.17 -6.73 -0.215
F -3.84 -4.20 -4.85 -0.241
S -3.18 -1.68 -4.95 0.930
O -4.52 -1.20 -4.83 -0.764
O -2.43 -1.94 -3.71 -0.574
O -2.46 -0.90 -5.96 -0.849
C 1.01 4.78 -3.60 0.387
F 0.85 5.14 -4.88 -0.230
F 1.47 5.82 -2.86 -0.244
F -0.22 4.45 -3.10 -0.192
S 2.32 3.47 -3.44 1.292
O 2.28 2.92 -2.10 -0.720
O 2.02 2.60 -4.54 -0.795
O 3.52 4.25 -3.66 -0.756
C -5.38 2.93 1.67 0.602
F -5.15 3.86 0.68 -0.249
F -4.31 2.90 2.53 -0.150
F -6.35 3.34 2.45 -0.245
S -5.62 1.33 0.89 1.228
O -6.31 1.76 -0.34 -0.717
O -4.30 0.81 0.62 -0.759
O -6.31 0.59 1.91 -0.871
C 3.85 -4.62 -0.63 0.438
F 3.30 -5.40 0.27 -0.191
F 5.17 -4.69 -0.44 -0.235
F 3.50 -5.13 -1.82 -0.207
S 3.21 -2.99 -0.43 0.037
O 3.89 -2.49 0.76 -0.691
O 3.63 -2.38 -1.64 -0.357
O 1.77 -3.20 -0.30 -0.563